[1]
The following is a quantum chemistry calculation of a 6-piece molecular cluster, C47H49ClF2N2OSi overall, from the OMol25 dataset.

The geometry in XYZ format:
```
103
Properties=species:S:1:pos:R:3:forces:R:3:lowdin_charge:R:1
C -0.34825 -0.78583 1.83603 0.08 -0.07 -0.33 -0.1696
Si -1.08942 0.68015 0.93796 -0.15 0.29 -0.06 0.5940
C -1.89563 0.12233 -0.67464 0.19 0.28 0.70 -0.1616
C 0.20965 1.97596 0.47658 0.00 -0.17 -0.26 -0.2258
C 1.23326 1.39805 -0.51407 -0.13 0.23 0.57 -0.1421
C 2.49370 2.23459 -0.71955 0.02 -0.13 -0.36 -0.4869
F 2.48063 3.39617 -0.02529 0.02 0.14 0.15 0.1094
F 2.57587 2.59305 -2.04596 -0.06 0.07 -0.06 0.0789
C 3.84585 1.55724 -0.43268 0.26 -0.07 0.02 -0.1547
C 3.88944 0.24056 -1.07787 -0.23 -0.04 0.19 -0.1471
N 3.88134 -0.82328 -1.50595 0.07 0.08 -0.12 0.2178
C 4.28575 1.44018 1.05702 0.07 0.19 -0.15 -0.1958
C 3.19260 1.06668 1.95458 -0.18 -0.24 -0.06 -0.1626
N 2.35248 0.71876 2.65465 0.14 0.10 0.03 0.2475
C 5.07862 2.68119 1.56189 0.11 -0.16 0.22 -0.1118
C 4.40660 3.44356 2.68098 0.20 0.04 0.10 -0.8040
O 3.32405 3.90445 2.66343 -0.36 0.11 -0.05 0.0763
Cl 5.43792 3.62676 4.11617 0.07 0.01 0.04 0.6876
C -2.40333 1.56144 1.95641 0.10 -0.23 -0.12 -0.2468
C -2.09075 2.58454 2.85218 0.05 -0.08 -0.06 -0.0936
C -3.08146 3.23079 3.57161 0.04 0.12 0.11 -0.0888
C -4.40943 2.86813 3.41260 -0.03 0.01 0.02 -0.0921
C -4.73927 1.84851 2.53610 -0.06 -0.05 -0.06 -0.0894
C -3.74468 1.20489 1.81576 -0.05 0.03 0.06 -0.1019
H 0.66810 -0.96089 1.47721 0.05 -0.03 0.09 -0.0076
H -0.30517 -0.64979 2.91330 0.03 0.04 0.06 0.0311
H -0.91192 -1.69206 1.60809 -0.13 0.00 0.10 0.0281
H -1.14882 0.01852 -1.45848 -0.10 -0.21 -0.17 0.0284
H -2.61627 0.89280 -0.94804 -0.07 -0.05 -0.20 0.0228
H -2.41326 -0.81930 -0.50031 -0.07 -0.08 -0.27 0.0237
H -0.33235 2.79179 -0.00723 0.03 0.15 0.08 0.0930
H 0.70412 2.38313 1.35555 -0.01 0.00 0.09 0.0595
H 0.77030 1.31196 -1.49309 0.06 -0.20 -0.10 0.1188
H 1.53068 0.40247 -0.18175 0.05 -0.10 -0.15 0.0928
H 4.58955 2.18234 -0.93061 0.01 -0.01 -0.02 0.1595
H 4.97675 0.59772 1.09114 0.04 -0.02 0.02 0.1554
H 5.24676 3.39563 0.75757 -0.12 0.03 -0.08 0.1354
H 6.05241 2.35820 1.91466 0.04 -0.04 -0.06 0.1008
H -1.05973 2.88723 2.98882 0.05 0.02 0.02 0.0985
H -2.81224 4.02245 4.25762 -0.02 0.05 0.03 0.1019
H -5.18482 3.37964 3.96562 -0.02 0.02 0.05 0.1007
H -5.77128 1.55400 2.40281 -0.06 0.01 0.02 0.1011
H -4.03332 0.41571 1.13217 0.03 -0.03 -0.06 0.0953
C 4.15846 9.21794 5.04296 0.00 0.00 0.00 -0.0999
C 3.75391 8.17034 4.22678 0.01 0.00 0.00 -0.0949
C 3.51236 6.91704 4.77239 0.00 -0.02 -0.03 -0.1001
C 3.67215 6.71299 6.13604 0.01 0.00 0.00 -0.0980
C 4.07508 7.76038 6.95276 0.00 0.00 0.00 -0.0980
C 4.31991 9.01268 6.40604 0.00 0.00 0.00 -0.1004
H 4.34737 10.19491 4.61680 0.00 0.00 0.00 0.0987
H 3.62568 8.33104 3.16386 0.00 0.00 0.00 0.0997
H 3.20078 6.09824 4.13630 -0.02 0.00 0.01 0.0792
H 3.48229 5.73566 6.56115 0.00 -0.01 0.00 0.1001
H 4.19788 7.60108 8.01639 0.00 0.00 0.00 0.0991
H 4.63646 9.82891 7.04263 0.00 0.00 0.00 0.0987
C -1.99948 -3.37793 -2.38609 0.01 0.00 0.00 -0.1005
C -0.68576 -3.19569 -1.97646 0.02 0.03 0.03 -0.0966
C 0.36111 -3.57223 -2.80628 0.02 0.01 0.01 -0.0867
C 0.09296 -4.12824 -4.04967 -0.01 0.00 0.00 -0.0912
C -1.22047 -4.30957 -4.46075 0.00 -0.01 0.00 -0.0972
C -2.26694 -3.93649 -3.62822 -0.02 0.03 -0.02 -0.1131
H -2.81600 -3.08524 -1.73780 -0.01 0.00 0.00 0.0968
H -0.47502 -2.75674 -1.00865 0.00 -0.01 0.01 0.0901
H 1.38503 -3.43180 -2.48350 0.00 0.01 0.00 0.0965
H 0.90868 -4.41990 -4.69854 0.00 0.00 0.00 0.1010
H -1.42940 -4.74216 -5.43099 0.00 0.00 -0.01 0.1001
H -3.29106 -4.08392 -3.94675 0.00 0.00 -0.01 0.1025
C 3.38484 -4.22336 2.33732 0.00 0.00 0.00 -0.0958
C 4.12386 -5.39825 2.34361 0.00 0.00 0.00 -0.0993
C 4.87367 -5.75292 1.23020 0.00 0.01 0.00 -0.0993
C 4.88762 -4.93079 0.11161 -0.01 0.00 0.04 -0.0951
C 4.15005 -3.75406 0.10330 0.00 -0.09 0.04 -0.1046
C 3.39761 -3.40407 1.21664 -0.01 0.04 -0.01 -0.0984
H 2.79731 -3.94759 3.20378 0.00 0.01 0.00 0.1005
H 4.11488 -6.03828 3.21648 0.00 -0.01 0.00 0.0991
H 5.44664 -6.67137 1.23481 0.01 0.00 0.00 0.0989
H 5.47450 -5.20651 -0.75525 0.00 -0.01 -0.01 0.0995
H 4.15725 -3.11269 -0.76466 0.00 0.03 -0.05 0.0547
H 2.81591 -2.48913 1.20986 0.00 0.00 0.00 0.0810
C -4.79245 -7.40778 -1.94325 -0.01 0.00 -0.02 -0.0937
C -5.79731 -8.30183 -2.28659 0.00 0.01 0.00 -0.0992
C -5.79637 -8.89937 -3.53943 0.00 0.00 0.00 -0.1001
C -4.78853 -8.60566 -4.44762 0.00 0.00 0.00 -0.0983
C -3.78304 -7.71285 -4.10319 0.00 0.01 -0.01 -0.0945
C -3.78572 -7.11206 -2.85215 0.02 0.00 0.04 -0.0965
H -4.79363 -6.94057 -0.96673 0.00 0.00 0.01 0.0999
H -6.58145 -8.53368 -1.57730 -0.01 0.00 0.00 0.0989
H -6.58151 -9.59427 -3.80829 0.00 -0.01 0.00 0.0988
H -4.78644 -9.07383 -5.42360 0.00 0.00 0.00 0.0990
H -2.99488 -7.48450 -4.80968 0.01 0.00 0.00 0.0978
H -3.00239 -6.41429 -2.58650 0.01 -0.01 0.01 0.0869
C -3.32589 3.82172 -4.50342 0.00 0.00 0.00 -0.0965
C -3.01662 2.70215 -3.74371 0.01 0.00 0.02 -0.0959
C -3.89561 1.62937 -3.69771 0.00 -0.04 0.01 -0.0965
C -5.08229 1.67273 -4.41622 0.00 0.02 0.00 -0.0946
C -5.39093 2.79129 -5.17777 0.00 0.00 0.00 -0.0982
C -4.51382 3.86637 -5.21980 0.00 0.00 0.00 -0.0985
H -2.64105 4.65921 -4.53765 0.00 0.00 0.00 0.0997
H -2.08867 2.66533 -3.18634 0.00 0.00 0.01 0.0935
H -3.65353 0.75817 -3.10235 0.00 -0.01 -0.02 0.0864
H -5.76645 0.83467 -4.38227 0.00 0.00 0.00 0.1000
H -6.31583 2.82549 -5.73899 -0.01 0.00 0.00 0.0994
H -4.75632 4.73978 -5.81130 0.00 0.00 -0.01 0.0993
```
Forces are in eV/Å.

Calculated values
Relative energy (zero: lowest compared OMol25 entry of this formula, charge and spin): 0.00 kcal/mol
Calculated total energy: -2954.5389 Eh
SMILES string: C[Si](C)(CCC(F)(F)[C@H](C#N)[C@H](C#N)CC(=O)Cl)c1ccccc1.c1ccccc1.c1ccccc1.c1ccccc1.c1ccccc1.c1ccccc1

[2]
The following is a quantum chemistry calculation of C47H50AsIrN5O3PS2 as an isolated structure, from the OMol25 dataset.

The geometry in XYZ format:
```
110
Properties=species:S:1:pos:R:3:forces:R:3:lowdin_charge:R:1
Ir 0.15632 3.37478 -1.07119 -0.21 0.03 0.04 1.2115
O -1.49358 2.20759 -0.67699 0.04 0.03 0.11 -0.2784
C -2.63980 2.35187 -1.29713 -0.08 0.07 -0.04 -0.3399
C -3.67150 1.45416 -0.94146 -0.03 0.01 0.05 -0.0252
C -4.92236 1.51393 -1.50685 0.01 0.01 0.01 -0.0684
C -5.22850 2.47978 -2.47112 0.01 0.00 0.00 -0.0867
C -4.24814 3.36706 -2.83372 -0.03 -0.01 0.00 -0.0434
C -2.95710 3.34265 -2.26799 0.05 0.01 -0.02 -0.1254
C -2.03500 4.32581 -2.78484 -0.04 0.02 0.09 -0.0662
N -0.84123 4.53136 -2.37654 0.18 -0.10 -0.03 -0.1515
C 0.08929 5.34306 -3.17812 0.00 -0.01 0.00 -0.1692
C 1.27887 5.71916 -2.31167 0.00 -0.01 -0.01 -0.1836
N 1.70732 4.52392 -1.57512 -0.06 0.13 0.12 -0.1946
C 2.89997 4.39652 -1.12141 0.00 -0.02 -0.06 -0.0759
C 3.34559 3.39690 -0.19208 0.00 0.01 -0.01 -0.1394
C 4.70484 3.48314 0.19063 0.01 0.00 0.01 -0.0507
C 5.26016 2.64382 1.11677 0.00 0.01 0.00 -0.0940
C 4.43640 1.67573 1.71366 -0.01 -0.01 -0.01 -0.0665
C 3.11675 1.55878 1.36621 0.03 -0.02 0.03 -0.0172
C 2.51713 2.39371 0.39192 -0.03 -0.03 -0.02 -0.3724
O 1.27510 2.13785 0.08814 0.05 -0.03 0.07 -0.2558
H -3.44008 0.70777 -0.19164 0.01 -0.01 -0.01 0.0997
H -5.67713 0.79954 -1.20167 0.00 0.00 0.00 0.1098
H -6.20913 2.52202 -2.92250 0.00 0.00 0.00 0.1044
H -4.45971 4.12175 -3.58289 0.00 0.00 0.00 0.1138
H -2.39440 4.92625 -3.62158 0.00 0.00 0.00 0.1405
H -0.40117 6.22876 -3.58461 -0.02 0.00 0.03 0.1295
H 0.42893 4.71248 -4.00314 0.00 0.03 -0.02 0.1244
H 0.97570 6.46561 -1.57229 0.01 0.02 -0.03 0.1088
H 2.09046 6.12878 -2.91491 0.01 -0.03 0.00 0.1297
H 3.63974 5.13221 -1.43810 0.01 -0.01 -0.01 0.1411
H 5.31272 4.25440 -0.26942 0.00 0.00 0.00 0.1125
H 6.30010 2.73500 1.39574 0.00 0.00 0.00 0.1025
H 4.84788 1.00948 2.46226 0.00 0.00 0.00 0.1100
H 2.47865 0.81519 1.82460 -0.01 -0.02 0.00 0.1037
C -0.30031 -2.87944 -2.10753 0.01 0.03 -0.14 -0.3102
C -0.78535 -3.98993 -1.17638 -0.06 -0.05 0.00 -0.3899
As 0.59489 -5.22650 -0.46312 0.01 0.09 0.12 1.3111
C -0.29652 -5.70056 1.20899 -0.03 -0.03 -0.03 -0.4041
C -0.86309 -4.72441 2.02319 0.02 0.02 -0.02 -0.1171
C -1.41261 -5.06220 3.25245 0.01 0.00 -0.01 -0.0820
C -1.39433 -6.37930 3.68599 0.00 0.00 0.00 -0.0860
C -0.81920 -7.35645 2.88581 0.00 0.00 0.00 -0.0789
C -0.27120 -7.01908 1.65685 0.00 -0.01 0.00 -0.1163
C 0.12426 -6.79732 -1.51528 0.02 0.01 -0.03 -0.4305
C -1.16905 -7.31671 -1.54433 0.01 0.00 0.00 -0.1228
C -1.46048 -8.42585 -2.32122 0.00 0.00 0.00 -0.0766
C -0.46100 -9.02844 -3.07712 0.00 0.00 0.00 -0.0814
C 0.82760 -8.52106 -3.05157 0.01 0.00 0.00 -0.0843
C 1.11879 -7.40837 -2.27016 -0.01 0.00 -0.01 -0.1286
P 0.59359 -1.44966 -1.42903 0.06 -0.11 0.03 0.8513
C 2.37015 -1.61318 -1.59670 0.00 -0.06 -0.11 -0.3050
C 3.01058 -2.81703 -1.87841 0.02 0.05 -0.05 -0.0887
C 4.39418 -2.85279 -1.97033 0.00 0.00 0.00 -0.0629
C 5.13517 -1.69444 -1.78175 0.01 -0.01 0.00 -0.0591
C 4.49835 -0.49189 -1.50524 -0.01 0.02 0.01 -0.0513
C 3.11731 -0.44854 -1.41778 0.01 -0.01 0.03 -0.0862
C 0.22660 -1.36952 0.32261 0.00 0.09 0.05 -0.2891
C -1.06527 -1.02059 0.71088 -0.02 0.05 -0.02 -0.0841
C -1.38856 -0.95774 2.05468 0.02 0.03 0.03 -0.0719
C -0.41936 -1.23320 3.01415 -0.02 0.02 0.01 -0.0741
C 0.86554 -1.58386 2.62975 0.00 -0.01 0.00 -0.0719
C 1.19109 -1.65809 1.28130 0.04 -0.06 0.00 -0.0771
H -1.16979 -2.39221 -2.56077 0.03 -0.03 -0.03 0.0908
H 0.30042 -3.25337 -2.94278 -0.03 -0.07 0.01 0.0924
H -1.49804 -4.59996 -1.73202 -0.01 -0.01 0.03 0.0673
H -1.32440 -3.56602 -0.33086 0.01 0.03 -0.01 0.0429
H -0.87795 -3.68615 1.71303 0.01 -0.02 0.00 0.0622
H -1.85416 -4.29089 3.87136 0.00 0.00 0.00 0.1009
H -1.82365 -6.64400 4.64335 0.00 0.00 0.00 0.1038
H -0.79789 -8.38645 3.21756 0.00 0.00 0.00 0.1061
H 0.16882 -7.79403 1.04046 0.00 0.00 0.00 0.1015
H -1.94980 -6.86341 -0.94349 0.00 0.00 0.00 0.1074
H -2.46612 -8.82595 -2.33514 0.00 0.00 0.00 0.1061
H -0.68978 -9.89614 -3.68189 0.00 0.00 0.00 0.1056
H 1.60869 -8.99067 -3.63511 0.00 0.00 0.00 0.1046
H 2.12993 -7.01817 -2.24668 0.00 0.00 0.00 0.0879
H 2.44339 -3.72783 -2.01071 0.01 0.01 0.00 0.0458
H 4.89254 -3.78837 -2.18633 0.00 0.00 0.00 0.1101
H 6.21459 -1.72915 -1.85191 0.00 0.00 0.00 0.1106
H 5.07354 0.41187 -1.34881 0.00 0.00 0.00 0.1092
H 2.61269 0.48138 -1.19362 0.01 0.02 -0.01 0.0789
H -1.80298 -0.78425 -0.04616 0.00 0.02 0.01 0.0968
H -2.39490 -0.69670 2.35867 0.01 0.00 -0.01 0.1048
H -0.67094 -1.17814 4.06578 0.00 -0.01 0.00 0.1106
H 1.61545 -1.80590 3.37755 0.00 0.00 0.00 0.1146
H 2.19460 -1.93623 0.97801 -0.05 0.02 0.04 0.1133
O 0.50031 2.26719 -2.83056 0.05 -0.02 0.03 -0.6972
S 0.54156 0.80760 -3.27812 0.08 -0.01 -0.06 0.8886
N 0.01992 -0.14991 -2.15888 -0.15 0.04 0.14 -0.4911
C 0.42394 6.48174 3.83435 0.01 0.00 0.01 -0.0834
C -0.74175 6.79610 2.91017 0.02 0.00 0.00 -0.2582
N -1.58776 5.63369 2.64514 0.03 0.02 0.03 0.0136
C -1.34615 4.69168 1.72718 0.17 -0.02 0.02 -0.6723
S 0.07189 4.83534 0.75431 -0.17 0.03 -0.13 0.8058
N -2.17804 3.67151 1.61521 -0.05 -0.17 -0.24 0.0366
C -3.40799 3.50968 2.37688 -0.01 -0.03 0.02 -0.2119
C -3.18609 2.85123 3.73434 0.01 0.00 -0.01 -0.0642
H 1.00167 7.38612 4.02521 0.00 0.00 0.00 0.0801
H 1.08503 5.73993 3.38700 -0.01 0.00 0.00 0.0569
H 0.06971 6.09910 4.79243 0.00 0.01 0.00 0.0768
H -0.38966 7.17741 1.95299 0.00 0.01 0.00 0.0880
H -1.38722 7.55772 3.34704 0.00 -0.01 0.00 0.1207
H -2.32328 5.45006 3.30795 0.02 0.02 -0.01 0.1257
H -1.94890 2.98093 0.89605 0.09 0.01 0.04 0.0860
H -4.07085 2.90029 1.76464 -0.03 0.00 0.00 0.1165
H -3.89806 4.48166 2.47991 -0.01 -0.01 -0.01 0.1187
H -2.82335 1.83141 3.60669 0.01 0.00 0.00 0.0664
H -4.11826 2.81806 4.29834 0.00 -0.01 -0.01 0.0819
H -2.44578 3.38747 4.33059 -0.01 0.02 0.00 0.0717
```
Forces are in eV/Å.

Calculated values
2S+1: 2
Relative energy (zero: lowest compared OMol25 entry of this formula, charge and spin): 0.00 kcal/mol
Net charge: +1
Calculated total energy: -5798.2364 Eh